Record 1
# C13H19N3OPPdS

A molecular structure, C13H19N3OPPdS (the ωB97M-V functional and the def2-TZVPD basis, OMol25).

XYZ file:
```
39
Properties=species:S:1:pos:R:3
Pd -0.373 -0.735 -0.537
O -0.211 -0.465 2.395
N 0.203 0.750 2.532
C 1.106 1.014 3.509
C 1.603 2.268 3.753
C 1.162 3.323 2.953
C 0.259 3.052 1.953
C -0.247 1.760 1.698
S -1.348 1.427 0.434
H 1.386 0.142 4.081
H 2.320 2.407 4.551
H 1.527 4.330 3.107
H -0.099 3.832 1.296
C 2.920 -1.139 -2.077
P 1.853 -0.513 -0.705
C 2.574 1.175 -0.574
C 2.718 -1.317 0.704
H 3.986 -0.989 -1.877
H 2.651 -0.624 -3.000
H 2.720 -2.203 -2.215
H 3.667 1.149 -0.527
H 2.182 1.664 0.319
H 2.258 1.765 -1.436
H 3.779 -1.048 0.741
H 2.617 -2.398 0.606
H 2.220 -1.024 1.629
N -4.985 -0.121 -2.293
C -3.887 -0.927 -1.945
C -3.473 -1.078 -0.650
C -2.314 -1.845 -0.373
N -1.626 -2.515 -1.334
C -2.026 -2.286 -2.604
C -3.127 -1.552 -2.960
H -5.587 0.090 -1.512
H -5.511 -0.469 -3.079
H -3.977 -0.570 0.163
H -2.096 -2.131 0.653
H -1.426 -2.761 -3.375
H -3.397 -1.436 -4.003
```

Summary:
- Charge: -1
- Gap between HOMO and LUMO: 5.9 eV
- E_LUMO: 3.30 eV

***

Record 2
# C40H83AsCuF12NO19

A molecular structure, C40H83AsCuF12NO19 (the ωB97M-V functional and the def2-TZVPD basis, OMol25).

XYZ file:
```
157
Properties=species:S:1:pos:R:3
Cu -4.515 18.329 15.442
As -5.804 15.080 13.771
F -5.462 15.709 12.243
F -7.301 15.863 13.765
F -6.176 14.406 15.277
F -4.248 14.391 13.835
F -5.157 16.524 14.555
F -6.386 13.683 13.048
C -8.830 19.296 13.953
C -7.422 19.040 14.203
N -6.330 18.801 14.399
H -8.947 20.318 13.592
H -9.336 19.183 14.919
H -9.295 18.607 13.255
C -6.517 13.009 18.902
O -6.709 13.846 20.045
C -8.004 14.420 19.969
C -8.328 15.427 21.048
O -8.598 14.937 22.289
C -7.607 14.141 22.863
C -6.296 14.884 23.023
O -6.431 16.090 23.660
C -6.595 15.931 25.074
H -5.502 12.631 18.828
H -6.886 13.520 17.999
H -7.127 12.095 18.996
H -8.790 13.650 19.871
H -8.032 15.037 19.038
H -9.226 15.974 20.775
H -7.498 16.158 21.055
H -7.456 13.185 22.345
H -7.997 13.865 23.849
H -5.949 15.101 22.000
H -5.437 14.344 23.439
H -5.748 15.387 25.506
H -7.509 15.367 25.294
H -6.688 16.941 25.452
C -4.153 19.683 12.547
O -3.607 18.834 13.534
C -2.876 17.761 13.007
C -2.017 17.241 14.129
O -2.800 17.219 15.324
C -2.424 16.245 16.316
C -3.258 16.412 17.565
O -4.565 16.895 17.237
C -5.563 16.511 18.096
H -4.883 19.159 11.919
H -3.381 20.103 11.891
H -4.657 20.549 12.976
H -2.146 18.094 12.260
H -3.404 16.878 12.641
H -1.096 17.804 14.297
H -1.719 16.210 13.914
H -1.384 16.395 16.632
H -2.528 15.265 15.843
H -2.807 17.117 18.272
H -3.340 15.422 18.028
H -5.494 16.913 19.114
H -5.620 15.428 18.194
H -6.493 16.897 17.688
C -7.434 3.271 14.855
O -7.493 4.318 15.739
C -6.538 5.269 15.442
C -6.655 6.404 16.418
O -7.630 7.314 15.999
C -7.950 8.245 17.011
C -8.818 9.309 16.475
O -8.027 10.187 15.743
C -8.830 11.079 15.045
H -6.485 2.738 14.958
H -7.510 3.637 13.814
H -8.296 2.625 14.975
H -6.624 5.623 14.402
H -5.492 4.910 15.527
H -5.678 6.914 16.463
H -6.859 5.959 17.403
H -7.011 8.710 17.381
H -8.404 7.756 17.890
H -9.260 9.868 17.306
H -9.622 8.903 15.851
H -9.310 10.548 14.211
H -8.173 11.817 14.589
H -9.581 11.520 15.708
C -3.913 12.668 10.275
O -2.611 13.086 10.152
C -2.405 14.294 10.809
C -1.069 14.877 10.367
O -0.656 15.727 11.401
C 0.648 16.220 11.182
C 0.921 17.360 12.109
O 0.204 18.476 11.657
C 0.552 19.670 12.251
H -4.162 12.395 11.307
H -4.129 11.841 9.601
H -4.621 13.452 9.944
H -2.484 14.202 11.904
H -3.181 15.037 10.523
H -1.239 15.471 9.460
H -0.347 14.084 10.144
H 0.575 16.678 10.183
H 1.393 15.427 11.150
H 1.984 17.641 12.099
H 0.643 17.095 13.141
H 0.231 19.686 13.302
H 0.079 20.471 11.695
H 1.638 19.816 12.210
C -5.232 12.786 4.198
O -5.150 13.926 5.005
C -6.290 14.662 4.931
C -6.116 15.939 5.718
O -5.812 15.653 7.057
C -5.360 16.754 7.746
C -5.931 16.872 9.088
O -7.278 17.077 9.000
C -7.840 17.146 10.254
H -6.031 12.112 4.556
H -4.286 12.258 4.179
H -5.499 13.024 3.151
H -7.158 14.080 5.281
H -6.512 14.969 3.895
H -7.070 16.482 5.667
H -5.312 16.494 5.213
H -5.560 17.710 7.238
H -4.266 16.712 7.880
H -5.466 17.734 9.590
H -5.743 15.961 9.670
H -7.775 16.181 10.793
H -8.897 17.392 10.171
H -7.335 17.865 10.935
C -4.406 10.561 14.329
C -4.386 11.403 15.566
O -3.531 10.746 16.541
C -2.894 11.513 17.336
O -2.999 12.702 17.430
C -1.984 10.742 18.301
F -1.641 9.545 17.765
F -0.880 11.422 18.523
F -2.608 10.534 19.460
H -5.069 9.703 14.396
H -3.378 10.238 14.156
H -4.762 11.161 13.491
H -5.372 11.483 16.011
H -3.967 12.379 15.341
C -10.671 15.007 11.858
C -9.923 14.132 12.854
O -10.853 13.229 13.481
C -11.042 12.177 12.779
O -10.454 11.971 11.784
C -12.096 11.232 13.323
F -11.562 10.011 13.503
F -12.563 11.660 14.489
F -13.089 11.156 12.474
H -11.432 14.457 11.313
H -9.976 15.519 11.198
H -11.209 15.794 12.409
H -9.404 14.733 13.588
H -9.147 13.564 12.328
```

Summary:
- Relative energy (zero: lowest compared OMol25 entry of this formula, charge and spin): 0.00 kcal/mol
- 2S+1: 2
- Charge: +1
- Gap between HOMO and LUMO (alpha / beta): 6.6 / 3.7 eV
- <S²>: 0.7520
- E_LUMO (alpha / beta): -4.15 / -7.04 eV

***

Record 3
# C2H8N3O

2 unconnected molecules or ions with the total composition C2H8N3O (the ωB97M-V functional and the def2-TZVPD basis, OMol25).

XYZ file:
```
14
Properties=species:S:1:pos:R:3
C -0.861 1.666 -0.875
N 0.378 1.462 -1.047
H -1.456 0.912 -0.370
H -1.312 2.577 -1.245
H 0.928 2.198 -1.481
H 0.812 0.517 -0.871
N 0.095 -0.498 1.750
C -0.292 -1.254 0.668
N 0.645 -1.259 -0.408
O -1.369 -1.776 0.575
H -0.512 -0.657 2.543
H 1.071 -0.412 1.986
H 1.557 -1.581 -0.099
H 0.317 -1.896 -1.125
```

Summary:
- Relative energy (zero: lowest compared OMol25 entry of this formula, charge and spin): 28.91 kcal/mol
- Charge: +1
- Gap between HOMO and LUMO: 9.2 eV
- E_LUMO: -5.14 eV